[1]
Density functional theory data (ωB97M-V/def2-TZVPD) for a single C10H14N4 molecule at a distorted geometry.

Values from the calculation:
highest occupied orbital energy = -9.005 eV
charge = 0
molecular weight = 190.25 u
energy relative to the best compared isomer or geometry (same formula, charge and spin) = 26.86 kcal per mole

Each line ends with the natural charge from an NBO analysis.
Positions of all 28 atoms, in Å:
H (-4.03, -0.46, 0.16)  0.342
N (-3.44, 0.29, 0.36)  -0.613
C (-2.21, 0.17, 0.24)  0.271
C (-1.41, -1.05, -0.21)  0.214
C (-1.97, -2.09, -1.10)  -0.663
N (-0.21, -1.25, 0.18)  -0.393
C (0.50, -0.34, 1.20)  0.100
N (1.85, -0.20, 0.60)  -0.163
C (2.99, -0.79, 0.83)  -0.030
C (3.83, -0.46, -0.21)  -0.357
C (2.98, 0.18, -1.07)  -0.036
N (1.77, 0.36, -0.60)  -0.294
C (-0.05, 1.03, 1.42)  -0.441
C (-1.27, 1.39, 0.44)  -0.238
C (-0.91, 1.81, -0.98)  -0.613
H (-2.51, -2.74, -0.37)  0.228
H (-1.23, -2.77, -1.41)  0.249
H (-2.70, -1.74, -1.88)  0.227
H (0.55, -0.95, 2.08)  0.215
H (3.40, -1.17, 1.78)  0.222
H (4.87, -0.82, -0.24)  0.233
H (3.25, 0.57, -2.06)  0.201
H (-0.35, 1.18, 2.44)  0.221
H (0.63, 1.83, 1.21)  0.236
H (-1.86, 2.17, 0.93)  0.221
H (-0.54, 2.87, -0.80)  0.210
H (-1.79, 1.72, -1.64)  0.212
H (-0.14, 1.25, -1.30)  0.240

[2]
Density functional theory data (ωB97M-V/def2-TZVPD) for a 13-piece molecular cluster, C75H178N12O13 overall at a distorted geometry.

Values from the calculation:
highest occupied orbital energy = -8.210 eV
charge = 0
molecular weight = 1456.32 u

Each line ends with the Mulliken charge.
Positions of all 278 atoms, in Å:
C (0.37, 3.61, 4.68)  -1.509
C (0.42, 4.21, 3.20)  1.515
C (0.13, 5.71, 3.12)  -0.695
O (-1.18, 6.10, 3.40)  -0.296
C (-1.55, 7.46, 3.23)  -0.821
N (1.74, 3.96, 2.70)  0.994
H (0.70, 2.57, 4.64)  0.062
H (-0.64, 3.70, 5.06)  0.461
H (1.19, 4.01, 5.27)  0.418
H (-0.21, 3.72, 2.46)  -0.750
H (0.28, 6.17, 2.14)  0.250
H (0.83, 6.27, 3.73)  0.373
H (-1.44, 7.99, 4.17)  0.269
H (-2.53, 7.54, 2.75)  0.239
H (-0.90, 7.92, 2.48)  0.366
H (1.80, 4.45, 1.81)  -0.895
H (2.45, 4.46, 3.22)  0.464
C (3.91, 1.70, 1.44)  -1.497
C (4.65, 2.88, 2.10)  3.557
C (4.92, 2.68, 3.60)  -0.817
O (5.95, 1.67, 3.80)  -0.412
C (6.07, 1.23, 5.13)  -0.750
N (5.89, 2.98, 1.43)  -0.624
H (4.34, 0.70, 1.37)  0.674
H (3.56, 2.10, 0.48)  0.333
H (3.00, 1.54, 2.00)  -0.100
H (4.07, 3.79, 1.92)  -2.652
H (4.05, 2.32, 4.15)  0.289
H (5.15, 3.65, 4.06)  0.717
H (6.42, 2.08, 5.72)  0.341
H (6.81, 0.43, 5.20)  0.284
H (5.21, 0.76, 5.60)  0.196
H (5.94, 2.27, 0.71)  0.159
H (6.55, 2.69, 2.15)  0.360
C (-0.36, -6.80, -2.57)  -0.945
C (-1.66, -6.12, -3.10)  0.216
C (-2.92, -6.77, -2.49)  -0.300
O (-2.96, -8.19, -2.74)  -0.466
C (-2.97, -8.49, -4.12)  -0.725
N (-1.53, -4.71, -2.71)  0.004
H (-0.31, -7.88, -2.72)  0.597
H (-0.17, -6.59, -1.52)  -0.135
H (0.45, -6.29, -3.10)  0.000
H (-1.82, -6.19, -4.18)  0.672
H (-3.79, -6.21, -2.81)  0.337
H (-2.87, -6.72, -1.40)  -0.176
H (-3.13, -9.54, -4.37)  0.319
H (-2.08, -8.32, -4.72)  0.250
H (-3.77, -7.88, -4.52)  0.296
H (-1.48, -4.56, -1.72)  -0.404
H (-2.35, -4.23, -3.05)  0.276
C (-4.15, -0.89, -1.31)  -1.123
C (-3.91, -2.34, -1.62)  1.917
C (-5.12, -3.26, -1.20)  -1.558
O (-4.85, -4.59, -1.16)  0.113
C (-5.96, -5.45, -1.00)  -1.050
N (-3.47, -2.47, -2.93)  -0.449
H (-3.26, -0.28, -1.45)  -0.438
H (-4.30, -0.76, -0.24)  0.136
H (-5.02, -0.49, -1.83)  0.646
H (-3.06, -2.57, -0.98)  -0.540
H (-5.96, -2.99, -1.84)  0.475
H (-5.39, -2.99, -0.17)  0.476
H (-5.56, -6.44, -0.76)  0.282
H (-6.70, -5.52, -1.79)  0.284
H (-6.51, -5.13, -0.11)  0.427
H (-2.56, -2.03, -3.00)  0.019
H (-4.20, -2.08, -3.50)  0.345
C (0.43, -1.60, -2.37)  -0.251
C (0.04, -0.10, -2.25)  0.840
C (0.37, 0.40, -0.79)  -0.136
O (-0.38, -0.36, 0.15)  0.502
C (-0.12, -0.08, 1.54)  0.159
N (0.88, 0.53, -3.25)  -0.476
H (1.50, -1.79, -2.23)  -0.654
H (0.03, -2.06, -3.27)  0.752
H (0.03, -2.12, -1.50)  -0.503
H (-1.02, 0.07, -2.46)  0.363
H (0.10, 1.44, -0.60)  -0.529
H (1.44, 0.44, -0.60)  -0.207
H (-0.93, -0.57, 2.09)  -0.410
H (-0.20, 0.96, 1.83)  -0.030
H (0.86, -0.47, 1.83)  -0.136
H (1.84, 0.33, -3.00)  0.044
H (0.67, -0.04, -4.06)  0.343
C (5.13, -0.73, -0.94)  -1.474
C (4.47, 0.27, -1.90)  2.379
C (5.60, 1.13, -2.50)  -1.336
O (6.28, 1.89, -1.43)  -0.111
C (7.58, 2.41, -1.67)  -0.978
N (3.95, -0.57, -3.03)  -0.372
H (5.75, -0.19, -0.23)  0.564
H (5.89, -1.34, -1.43)  0.191
H (4.39, -1.31, -0.38)  0.188
H (3.67, 0.81, -1.38)  -0.850
H (5.09, 1.78, -3.21)  0.423
H (6.37, 0.55, -3.02)  0.492
H (7.66, 3.23, -0.96)  0.265
H (7.52, 2.89, -2.65)  0.364
H (8.42, 1.72, -1.64)  0.300
H (4.75, -1.11, -3.32)  0.476
H (3.25, -1.20, -2.65)  -0.831
C (4.37, 8.34, 0.14)  -1.563
C (3.48, 7.27, 0.79)  0.338
C (3.03, 6.32, -0.33)  -0.846
O (2.12, 5.40, 0.27)  -0.231
C (1.28, 4.59, -0.63)  -0.834
N (4.34, 6.61, 1.78)  -0.723
H (3.94, 8.71, -0.79)  0.385
H (5.39, 8.00, -0.08)  0.401
H (4.54, 9.15, 0.85)  0.365
H (2.57, 7.66, 1.26)  0.232
H (3.94, 5.78, -0.59)  0.263
H (2.66, 6.77, -1.25)  0.525
H (0.44, 4.24, -0.03)  -0.161
H (1.88, 3.70, -0.84)  0.239
H (1.00, 5.07, -1.56)  0.525
H (5.20, 6.61, 1.26)  0.355
H (4.11, 5.63, 1.84)  0.151
C (-0.34, 6.17, -9.50)  -1.900
C (-0.93, 5.43, -8.28)  1.303
C (-1.74, 4.24, -8.86)  -1.049
C (-2.17, 3.31, -7.76)  -0.699
C (-1.01, 2.72, -6.96)  -1.123
C (-0.12, 3.82, -6.35)  1.553
N (0.13, 4.90, -7.36)  0.413
O (1.07, 5.86, -6.86)  -0.471
C (-0.76, 4.26, -4.99)  -1.454
C (1.29, 3.20, -6.12)  -1.982
C (-1.90, 6.38, -7.58)  -1.666
H (-1.04, 6.62, -10.20)  0.376
H (0.26, 5.48, -10.09)  0.431
H (0.42, 6.88, -9.16)  0.392
H (-2.68, 4.63, -9.27)  0.414
H (-1.21, 3.72, -9.65)  0.329
H (-2.78, 2.54, -8.21)  0.397
H (-2.79, 3.83, -7.03)  0.263
H (-0.43, 2.08, -7.63)  0.432
H (-1.34, 2.08, -6.14)  0.422
H (-1.77, 4.68, -5.07)  0.294
H (-0.64, 3.41, -4.31)  0.257
H (-0.17, 5.09, -4.61)  0.445
H (1.84, 3.87, -5.46)  0.466
H (1.21, 2.19, -5.72)  0.292
H (1.95, 3.28, -6.98)  0.403
H (-2.37, 5.89, -6.74)  0.339
H (-2.63, 6.90, -8.20)  0.418
H (-1.33, 7.17, -7.09)  0.347
H (1.88, 5.60, -7.31)  0.346
C (6.01, -4.46, -5.53)  -2.018
C (4.69, -4.78, -4.80)  1.652
C (4.15, -6.22, -5.14)  -1.384
C (3.11, -6.73, -4.11)  -0.218
C (3.63, -6.64, -2.71)  -1.434
C (4.14, -5.26, -2.27)  2.481
N (5.02, -4.79, -3.34)  -0.171
O (5.56, -3.51, -2.98)  -0.167
C (2.93, -4.36, -1.94)  0.639
C (4.96, -5.41, -0.95)  -1.958
C (3.59, -3.74, -5.17)  -1.456
H (6.26, -3.41, -5.40)  0.372
H (5.86, -4.60, -6.60)  0.437
H (6.88, -5.09, -5.34)  0.380
H (3.84, -6.42, -6.16)  0.506
H (4.97, -6.93, -5.02)  0.413
H (2.73, -7.73, -4.33)  0.477
H (2.33, -5.98, -4.26)  -0.022
H (4.35, -7.45, -2.61)  0.433
H (2.78, -6.90, -2.07)  0.372
H (3.08, -3.29, -2.12)  -1.306
H (2.06, -4.65, -2.53)  -0.309
H (2.55, -4.42, -0.92)  0.168
H (4.59, -6.33, -0.51)  0.482
H (6.04, -5.51, -1.07)  0.403
H (4.80, -4.62, -0.22)  0.277
H (2.68, -3.89, -4.60)  0.156
H (3.33, -3.82, -6.22)  0.416
H (3.81, -2.68, -4.99)  0.347
H (6.45, -3.77, -2.75)  0.308
C (-2.03, 0.22, 4.82)  -0.102
C (-2.75, 0.06, 6.14)  1.931
C (-3.84, -0.94, 5.86)  -0.842
C (-4.49, -1.61, 7.12)  -1.070
C (-3.37, -2.27, 7.99)  -1.279
C (-2.30, -1.25, 8.37)  1.300
N (-1.89, -0.49, 7.20)  1.760
O (-0.83, 0.42, 7.49)  -0.574
C (-2.85, -0.29, 9.44)  -1.843
C (-1.17, -2.14, 8.96)  -1.934
C (-3.50, 1.32, 6.49)  -1.992
H (-1.36, -0.63, 4.76)  -0.100
H (-1.40, 1.10, 4.90)  -0.065
H (-2.63, 0.35, 3.92)  -0.251
H (-4.70, -0.49, 5.37)  0.478
H (-3.54, -1.72, 5.16)  -0.453
H (-5.21, -2.33, 6.74)  0.511
H (-5.14, -0.95, 7.69)  0.363
H (-2.93, -3.05, 7.38)  0.326
H (-3.87, -2.65, 8.89)  0.511
H (-2.29, 0.63, 9.57)  0.248
H (-3.86, 0.07, 9.22)  0.374
H (-2.96, -0.83, 10.38)  0.491
H (-0.77, -1.61, 9.83)  0.510
H (-1.56, -3.02, 9.48)  0.434
H (-0.45, -2.55, 8.26)  0.170
H (-2.79, 2.06, 6.86)  0.379
H (-4.09, 1.23, 7.40)  0.420
H (-4.30, 1.72, 5.86)  0.292
H (-1.31, 1.10, 7.97)  0.283
C (1.39, -3.50, 1.92)  -1.079
C (0.17, -4.31, 2.34)  2.422
C (0.34, -4.68, 3.81)  -1.320
C (-0.89, -5.33, 4.44)  -1.202
C (-2.19, -4.51, 4.24)  -0.990
C (-2.30, -4.14, 2.75)  2.591
N (-1.07, -3.59, 2.19)  0.228
O (-1.25, -3.17, 0.86)  2.740
C (-2.92, -5.33, 2.03)  -1.836
C (-3.42, -3.05, 2.73)  -1.194
C (0.25, -5.64, 1.57)  -1.508
H (1.38, -3.41, 0.84)  -0.199
H (2.33, -3.97, 2.21)  0.825
H (1.44, -2.49, 2.34)  -1.048
H (1.24, -5.26, 3.99)  0.650
H (0.36, -3.80, 4.46)  -0.061
H (-0.75, -5.52, 5.51)  0.541
H (-0.95, -6.30, 3.95)  0.465
H (-2.11, -3.60, 4.84)  -0.474
H (-2.97, -5.12, 4.68)  0.532
H (-3.94, -5.47, 2.37)  0.572
H (-3.03, -5.26, 0.95)  -0.169
H (-2.29, -6.19, 2.26)  0.423
H (-4.32, -3.41, 3.23)  0.681
H (-2.98, -2.10, 3.04)  -0.053
H (-3.55, -2.79, 1.67)  -0.607
H (-0.26, -5.52, 0.62)  -0.258
H (-0.27, -6.48, 2.03)  0.242
H (1.29, -5.93, 1.44)  0.668
H (-1.31, -2.21, 0.95)  -0.954
C (-5.71, 4.83, -1.20)  -1.880
C (-5.50, 3.26, -1.08)  1.910
C (-4.28, 2.86, -1.92)  -1.481
C (-2.91, 3.20, -1.30)  -0.599
C (-2.89, 2.68, 0.20)  0.180
C (-4.07, 3.18, 1.07)  2.887
N (-5.34, 2.84, 0.39)  0.678
O (-6.39, 3.13, 1.14)  -0.579
C (-3.94, 2.42, 2.41)  -2.396
C (-3.83, 4.67, 1.32)  -2.290
C (-6.72, 2.52, -1.68)  -1.804
H (-6.43, 5.11, -0.43)  0.413
H (-6.26, 5.10, -2.11)  0.456
H (-4.88, 5.53, -1.23)  0.275
H (-4.35, 1.83, -2.24)  0.203
H (-4.36, 3.47, -2.82)  0.597
H (-2.83, 4.29, -1.31)  0.312
H (-2.05, 2.78, -1.81)  0.236
H (-1.94, 2.95, 0.66)  -0.453
H (-2.90, 1.59, 0.18)  -0.500
H (-4.69, 2.76, 3.12)  0.753
H (-4.14, 1.35, 2.37)  0.352
H (-2.98, 2.58, 2.89)  0.193
H (-3.08, 4.95, 2.05)  0.363
H (-3.63, 5.34, 0.48)  0.300
H (-4.75, 5.15, 1.68)  0.419
H (-6.75, 2.81, -2.73)  0.413
H (-7.71, 2.69, -1.26)  0.406
H (-6.64, 1.44, -1.76)  0.297
H (-6.82, 2.28, 1.30)  0.356
C (2.86, -0.90, 4.69)  -0.597
C (1.68, -0.37, 5.42)  1.325
O (1.31, -1.23, 6.48)  -0.691
H (2.55, -1.81, 4.17)  -0.208
H (3.56, -1.35, 5.41)  0.402
H (3.37, -0.24, 3.99)  -0.055
H (0.93, -0.12, 4.67)  -0.736
H (1.95, 0.62, 5.81)  0.284
H (0.39, -0.98, 6.40)  0.032

[3]
Density functional theory data (ωB97M-V/def2-TZVPD) for C23H32NO4V as an isolated structure at a distorted geometry.

Values from the calculation:
highest occupied orbital energy (spin up / spin down) = -1.942 / -4.318 eV
charge = -1
spin multiplicity = 4
molecular weight = 437.46 u
energy relative to the best compared isomer or geometry (same formula, charge and spin) = 0.00 kcal per mole

Each line ends with the natural charge from an NBO analysis.
Positions of all 61 atoms, in Å:
O (-1.07, -2.33, -2.31)  -0.548
C (-0.41, -3.62, -2.08)  -0.079
C (-1.40, -4.45, -2.85)  -0.470
H (-0.49, -3.90, -1.03)  0.220
H (0.62, -3.60, -2.45)  0.175
C (-2.13, -3.07, -2.98)  0.277
H (-1.90, -5.22, -2.28)  0.204
H (-1.00, -4.79, -3.81)  0.195
C (-3.42, -2.97, -2.22)  -0.631
H (-3.25, -3.17, -1.15)  0.235
H (-4.13, -3.72, -2.59)  0.198
H (-3.84, -1.97, -2.39)  0.213
C (-2.28, -2.77, -4.45)  -0.618
H (-1.33, -2.88, -4.97)  0.210
H (-2.70, -1.77, -4.60)  0.209
H (-2.98, -3.50, -4.87)  0.202
V (0.44, 2.23, 0.36)  1.028
C (1.35, 4.08, -0.45)  -0.373
C (2.52, 3.56, 0.20)  -0.280
C (2.84, 2.31, -0.38)  -0.310
H (3.13, 4.12, 0.91)  0.228
C (1.90, 2.05, -1.42)  -0.388
C (1.00, 3.16, -1.52)  -0.387
H (0.26, 3.30, -2.30)  0.213
H (0.90, 5.05, -0.26)  0.222
H (3.70, 1.68, -0.14)  0.217
H (1.94, 1.22, -2.12)  0.226
C (-1.10, 3.57, 1.39)  -0.318
C (-1.30, 3.44, -0.02)  -0.368
C (-1.66, 2.07, -0.30)  -0.429
H (-1.29, 4.25, -0.74)  0.214
C (-1.82, 1.42, 0.97)  -0.310
C (-1.45, 2.32, 2.00)  -0.294
H (-1.51, 2.12, 3.07)  0.218
H (-0.86, 4.49, 1.92)  0.239
H (-1.89, 1.64, -1.27)  0.224
H (-2.31, 0.46, 1.11)  0.229
O (-0.84, -2.72, 0.59)  -0.567
C (-0.68, -1.33, 0.25)  -0.085
C (0.70, -1.14, -0.38)  -0.428
H (-0.67, -0.77, 1.21)  0.210
H (-1.50, -0.98, -0.38)  0.196
C (1.52, -2.18, 0.40)  -0.460
H (1.09, -0.12, -0.27)  0.234
H (0.67, -1.39, -1.45)  0.205
C (0.49, -3.16, 0.99)  -0.078
H (1.96, -1.65, 1.25)  0.255
H (2.32, -2.67, -0.15)  0.190
H (0.52, -3.11, 2.09)  0.180
H (0.68, -4.19, 0.66)  0.160
O (1.12, -0.20, 2.38)  -0.666
C (1.53, 0.87, 2.85)  0.676
C (2.13, 1.03, 4.22)  -0.497
C (2.18, 2.53, 4.42)  -0.515
C (1.60, 3.12, 3.14)  0.692
O (1.35, 4.30, 2.94)  -0.629
N (1.36, 2.09, 2.23)  -0.736
H (1.49, 0.51, 4.94)  0.219
H (3.14, 0.59, 4.24)  0.216
H (1.59, 2.88, 5.27)  0.219
H (3.21, 2.88, 4.52)  0.217

Please write out number 1 again, unchanged.
Density functional theory data (ωB97M-V/def2-TZVPD) for a single C10H14N4 molecule at a distorted geometry.

Values from the calculation:
highest occupied orbital energy = -9.005 eV
charge = 0
molecular weight = 190.25 u
energy relative to the best compared isomer or geometry (same formula, charge and spin) = 26.86 kcal per mole

Each line ends with the natural charge from an NBO analysis.
Positions of all 28 atoms, in Å:
H (-4.03, -0.46, 0.16)  0.342
N (-3.44, 0.29, 0.36)  -0.613
C (-2.21, 0.17, 0.24)  0.271
C (-1.41, -1.05, -0.21)  0.214
C (-1.97, -2.09, -1.10)  -0.663
N (-0.21, -1.25, 0.18)  -0.393
C (0.50, -0.34, 1.20)  0.100
N (1.85, -0.20, 0.60)  -0.163
C (2.99, -0.79, 0.83)  -0.030
C (3.83, -0.46, -0.21)  -0.357
C (2.98, 0.18, -1.07)  -0.036
N (1.77, 0.36, -0.60)  -0.294
C (-0.05, 1.03, 1.42)  -0.441
C (-1.27, 1.39, 0.44)  -0.238
C (-0.91, 1.81, -0.98)  -0.613
H (-2.51, -2.74, -0.37)  0.228
H (-1.23, -2.77, -1.41)  0.249
H (-2.70, -1.74, -1.88)  0.227
H (0.55, -0.95, 2.08)  0.215
H (3.40, -1.17, 1.78)  0.222
H (4.87, -0.82, -0.24)  0.233
H (3.25, 0.57, -2.06)  0.201
H (-0.35, 1.18, 2.44)  0.221
H (0.63, 1.83, 1.21)  0.236
H (-1.86, 2.17, 0.93)  0.221
H (-0.54, 2.87, -0.80)  0.210
H (-1.79, 1.72, -1.64)  0.212
H (-0.14, 1.25, -1.30)  0.240